73
Properties=species:S:1:pos:R:3:forces:R:3 method="wB97M-V/def2-TZVPD" smiles="O=C1C=CC(=O)C=C1.O=C1C=CC(=O)C=C1.O=C1C=CC(=O)C=C1.O=C1C=CC(=O)C=C1.O=C1C=CC(=O)C=C1.CCOC(N)=O" homo_energy_ev=-9.84 total_charge=0 gap_ev=8.046
O 5.6732 -1.2163 -0.2345 0.088 -0.078 -0.076
C 6.8337 -1.0878 -0.5649 -0.073 -0.033 0.021
C 7.9258 -1.1139 0.4385 0.074 0.008 0.024
C 9.1982 -0.9704 0.0773 -0.055 -0.009 0.060
C 9.5795 -0.7797 -1.3445 0.102 0.009 -0.024
O 10.7388 -0.6510 -1.6735 -0.059 -0.005 0.014
C 8.4859 -0.7535 -2.3480 -0.082 -0.003 -0.020
C 7.2138 -0.8970 -1.9862 0.046 0.016 -0.054
H 7.6278 -1.2546 1.4698 -0.042 -0.002 -0.015
H 10.0096 -0.9859 0.7938 0.027 0.005 -0.033
H 8.7834 -0.6127 -3.3793 0.043 0.000 0.014
H 6.4021 -0.8814 -2.7025 -0.025 -0.005 0.031
O -3.2596 1.1722 6.8190 0.024 -0.056 -0.007
C -2.5084 0.3776 6.2940 -0.050 0.095 0.002
C -2.3111 -0.9816 6.8591 0.032 -0.076 0.004
C -1.4865 -1.8541 6.2864 -0.040 -0.005 0.063
C -0.7298 -1.5062 5.0576 0.027 -0.015 -0.045
O 0.0191 -2.3059 4.5342 -0.054 0.001 0.015
C -0.9266 -0.1485 4.4939 0.030 -0.017 0.039
C -1.7516 0.7234 5.0667 0.015 -0.013 -0.035
H -2.8724 -1.2159 7.7548 -0.017 0.042 -0.002
H -1.3290 -2.8494 6.6827 0.024 -0.005 -0.028
H -0.3694 0.0893 3.5995 -0.032 0.031 -0.004
H -1.9073 1.7182 4.6688 0.015 0.011 0.025
O -2.7805 0.6221 -0.2441 -0.094 -0.027 -0.174
C -3.2073 1.7553 -0.1470 0.025 0.002 0.059
C -4.0054 2.3752 -1.2323 0.178 0.052 0.260
C -4.4679 3.6174 -1.1204 0.011 -0.013 -0.007
C -4.2054 4.4316 0.0927 -0.015 0.066 0.011
O -4.6291 5.5640 0.1942 0.022 -0.052 -0.006
C -3.4058 3.8090 1.1776 0.020 -0.039 0.000
C -2.9430 2.5665 1.0672 0.003 0.045 0.133
H -4.1851 1.7679 -2.1027 -0.017 -0.042 -0.039
H -5.0516 4.0872 -1.9000 -0.021 -0.004 -0.005
H -3.2242 4.4195 2.0532 -0.021 0.027 -0.017
H -2.3563 2.0910 1.8437 0.033 -0.049 -0.062
O -5.7249 2.3651 -3.5883 -0.157 -0.063 -0.288
C -6.0189 1.6321 -4.5116 -0.011 0.061 0.038
C -6.1875 0.1728 -4.3093 -0.008 -0.056 -0.003
C -6.5069 -0.6306 -5.3202 0.017 0.003 0.074
C -6.7096 -0.1005 -6.6922 -0.028 -0.061 -0.075
O -7.0023 -0.8322 -7.6124 0.017 0.036 0.043
C -6.5403 1.3607 -6.8925 0.017 0.069 0.031
C -6.2207 2.1634 -5.8810 -0.010 0.013 -0.067
H -6.0364 -0.1950 -3.3019 0.005 0.034 0.007
H -6.6339 -1.6983 -5.1943 -0.009 -0.002 -0.041
H -6.6913 1.7286 -7.8993 -0.010 -0.041 -0.011
H -6.0933 3.2312 -6.0057 0.008 0.001 0.041
O 1.7346 -1.8245 1.2952 -0.080 0.038 -0.033
C 1.4394 -2.7260 0.5373 0.013 -0.051 0.044
C 1.4455 -2.5299 -0.9326 -0.010 0.015 -0.057
C 1.1192 -3.5188 -1.7597 0.019 0.071 0.002
C 0.7371 -4.8589 -1.2464 -0.030 -0.089 -0.039
O 0.4416 -5.7598 -2.0018 0.018 0.052 0.029
C 0.7318 -5.0517 0.2251 0.016 0.046 0.046
C 1.0586 -4.0623 1.0525 0.004 -0.106 0.049
H 1.7280 -1.5460 -1.2867 0.013 0.007 0.037
H 1.1162 -3.3980 -2.8355 -0.014 -0.042 -0.003
H 0.4492 -6.0345 0.5801 -0.008 -0.010 -0.040
H 1.0609 -4.1795 2.1292 -0.005 0.074 0.007
C 3.7479 0.7646 1.1249 -0.014 0.620 0.334
C 3.0482 2.1179 0.9807 0.703 0.079 -0.433
O 1.6880 2.0448 0.5268 0.211 -0.601 -0.115
C 0.7934 1.7912 1.5131 -0.572 -1.895 -2.510
N -0.1200 0.7217 1.2399 0.705 0.539 -0.727
O 0.7228 2.4096 2.4873 0.155 2.133 3.671
H 3.7932 0.4200 2.1518 -0.310 -0.215 0.164
H 3.3367 -0.0067 0.4921 -0.167 -0.098 -0.137
H 4.7753 0.9269 0.8281 0.294 -0.097 -0.110
H 3.1442 2.7209 1.8762 -0.324 0.032 0.274
H 3.5811 2.6565 0.2103 -0.170 0.278 -0.360
H -0.1997 0.7251 0.2228 -0.276 -0.428 0.052
H 0.4148 -0.1218 1.4531 -0.145 -0.210 -0.013